# C9H17N3O5

A structure of composition C9H17N3O5 (wB97M-V/def2-TZVPD, the OMol25 dataset).

Computed properties:
- Kohn-Sham gap (eV) = 8.14
- energy relative to the best compared isomer or geometry (same formula, charge and spin) (eV) = 12.551
- strongest force on any atom (eV Å⁻¹) = 5.9
- E_LUMO (eV) = -1.312
- M (g mol⁻¹) = 247.251

```
34
Properties=species:S:1:pos:R:3:forces:R:3
O 2.36030 -3.09049 1.72845 -0.056 1.306 -2.041
O -0.53919 -0.41838 -0.94209 1.614 -1.825 4.072
O 3.64818 -3.08907 -0.06673 2.400 -0.128 -1.581
O 3.66635 -1.06250 -1.78350 2.356 2.776 0.728
O -3.60758 3.10624 0.27982 -2.415 -1.003 -3.345
N -1.08500 -0.24123 2.62435 -1.622 5.223 1.140
N 0.85313 -1.02606 0.80753 1.205 -2.054 -2.177
N -4.54367 2.36861 -1.86834 -4.401 -1.560 -1.988
C -1.44588 -0.24686 1.23025 1.146 0.501 -2.292
C -2.64308 1.18732 -0.75412 1.070 0.697 -2.838
C -3.79950 2.30833 -0.67402 2.869 -0.587 1.465
C 2.47435 -0.52014 -0.87788 4.036 -2.267 -0.523
C -1.83626 1.18364 0.52918 -0.767 -0.134 4.421
C -0.32705 -0.63267 0.33187 -0.859 1.329 -3.878
C 1.70027 -1.75441 -0.26315 -0.217 1.522 1.985
C 2.58396 -2.67154 0.59269 0.535 -0.794 0.040
C 3.35458 0.39356 0.01557 -3.700 0.515 3.240
H -5.28987 1.06200 -2.60254 2.764 3.336 2.598
H -2.11002 -1.10726 1.09815 -0.893 0.638 -0.238
H -0.89961 1.97991 0.82420 -2.793 -2.180 -1.348
H -2.69285 1.38326 1.24655 1.203 0.762 -0.163
H -1.85663 1.74969 -1.69937 -2.698 -2.453 2.496
H 4.61875 -0.34757 -1.61919 -4.744 -3.446 -0.784
H 3.85393 -0.18782 1.00722 -0.865 1.637 -3.237
H 2.45296 1.10230 0.53546 2.988 -1.251 -1.230
H -5.46020 2.92964 -2.04165 2.514 -0.730 1.368
H -0.18894 0.48874 2.64689 -3.149 -1.831 0.518
H 4.09100 -2.60982 -0.92542 -2.641 -0.392 2.480
H -3.04102 0.06415 -0.91955 1.037 2.854 -0.350
H 3.96853 0.95790 -0.76102 -0.545 -0.245 1.941
H 1.05777 -2.40745 -0.98389 1.145 1.601 1.147
H 1.14233 -1.33202 1.74478 -1.105 0.102 -0.285
H -2.20399 0.48310 2.99827 4.671 -2.432 -0.671
H 1.74399 -0.00311 -1.45877 -0.082 0.515 -0.671
```
Positions in Å, forces in eV/Å.

Mulliken population analysis, charges in e, atoms 1 to 6: number 1, O, carries -0.6177; number 2, O, carries -0.6899; number 3, O, carries -0.5758; number 4, O, carries -0.7359; number 5, O, carries -0.5607; number 6, N, carries -0.7936



# C5H3F9NO3PSSi

The molecule C5H3F9NO3PSSi (wB97M-V/def2-TZVPD, the OMol25 dataset).

Computed properties:
- Kohn-Sham gap (eV) = 8.92
- strongest force on any atom (eV Å⁻¹) = 8.7
- E_LUMO (eV) = -1.477
- M (g mol⁻¹) = 387.192
- structure (SMILES) = O=P(O)(O)[Si@@H](N=C=S)C(F)(F)C(F)(F)C(F)(F)C(F)(F)F

```
24
Properties=species:S:1:pos:R:3:forces:R:3
S 1.71533 -3.60720 2.95296 -5.381 1.832 -1.661
P -2.80779 -0.91874 -0.24656 -4.866 2.567 -1.531
Si -0.97939 -1.07521 1.03889 0.634 -1.636 0.615
F 1.75984 -0.57231 1.07097 -2.806 0.520 -3.013
F 4.05783 2.92655 -0.79728 -4.732 -0.062 2.224
F 0.03904 2.00677 0.84453 1.900 -2.862 -3.745
F 1.39916 2.53672 -2.30247 1.505 -2.626 4.156
F 2.15650 4.24594 -0.20444 1.687 -5.316 0.539
F 2.95192 2.36892 1.24138 -1.393 1.929 -5.000
F -0.61673 1.25360 -1.32990 3.490 -0.501 3.354
F 0.77358 -1.33883 -1.07152 0.145 3.116 3.258
F 2.81715 0.73194 -1.50776 -3.753 3.300 1.646
O -3.89655 -2.16839 0.39324 1.572 1.578 -3.189
O -3.53880 0.47731 -0.11235 3.095 -4.808 -0.596
O -2.39659 -1.33514 -1.92155 -1.815 -1.386 3.085
N -0.77756 -2.87831 1.31429 5.785 0.652 6.435
C 1.82809 1.78072 -1.06712 1.207 0.909 -2.412
C 0.19607 -3.08610 2.29813 -0.304 -0.869 -5.084
C 0.50449 1.16535 -0.32080 -2.294 0.660 -1.237
C 2.68837 2.85783 -0.16247 3.353 1.590 0.491
C 0.61896 -0.41218 0.11062 1.058 -0.870 -0.102
H -1.17514 -0.33942 2.30488 0.021 0.013 -0.317
H -2.80465 -2.24231 -2.14513 1.013 1.908 0.488
H -4.51314 -2.37752 -0.38055 0.877 0.358 1.597
```
Positions in Å, forces in eV/Å.

Mulliken population analysis, charges in e, atoms 1 to 6: number 1, S, carries -0.0837; number 2, P, carries 0.8490; number 3, Si, carries 0.3115; number 4, F, carries -0.2552; number 5, F, carries -0.2465; number 6, F, carries -0.2664



# C32H28AsCl5CoF5N2O4S2Te

A structure of composition C32H28AsCl5CoF5N2O4S2Te (wB97M-V/def2-TZVPD, the OMol25 dataset).

Computed properties:
- Kohn-Sham gap (alpha / beta) (eV) = 7.89 / 7.53
- strongest force on any atom (eV Å⁻¹) = 0.8
- total charge = -1
- multiplicity = 2
- E_LUMO (alpha / beta) (eV) = 1.485 / 1.081
- M (g mol⁻¹) = 1102.430
- ⟨S²⟩ = 1.22

```
81
Properties=species:S:1:pos:R:3:forces:R:3
Te 0.92463 0.73940 3.60557 0.375 0.268 0.419
As 1.07131 0.50063 -0.45745 0.076 0.003 0.185
Co -1.76197 -0.25399 1.32256 0.072 -0.309 0.652
Cl -3.31546 -3.32085 1.29076 0.063 0.067 0.043
Cl -6.26588 -3.65514 1.83665 0.029 0.028 -0.004
Cl -6.77776 1.53867 3.04381 0.031 -0.010 0.001
Cl -3.79913 1.98764 2.63782 -0.032 -0.010 -0.032
Cl -8.03100 -1.26325 2.67775 0.017 -0.001 -0.004
S -1.04208 -1.67103 3.34010 -0.292 0.390 -0.644
S -2.37255 2.79942 -0.04064 -0.159 0.168 0.089
F 1.36714 -1.54321 1.81330 0.083 0.088 0.039
F -0.10135 0.92383 5.14569 0.037 0.074 -0.016
F 1.67714 -0.75000 4.61306 -0.044 0.061 -0.005
F 0.40983 2.62756 3.33231 0.039 -0.031 -0.095
F 2.44773 1.62741 4.35194 0.000 -0.013 -0.066
O -1.29144 0.70092 2.70470 -0.195 -0.401 -0.187
O -1.76752 -1.36849 -0.22592 -0.145 0.202 0.007
O -1.73508 1.42820 -0.05917 -0.059 -0.665 0.221
O -1.92259 -2.44874 -2.16532 0.082 0.023 0.069
N 0.12093 -3.21378 0.66926 -0.285 -0.344 -0.136
N -3.33370 -1.35134 4.99157 0.093 -0.033 0.026
C 1.16228 2.31570 -2.58824 0.012 0.002 -0.001
C -2.39432 -1.45658 4.32666 -0.078 -0.021 -0.056
C -6.35072 -1.02755 2.37550 -0.019 0.034 0.008
C -1.90995 3.51904 -1.61245 0.004 -0.035 -0.025
C -5.78045 0.22736 2.53190 0.017 0.026 0.023
C 4.78801 -1.46474 -0.21094 0.016 -0.012 0.002
C 0.60734 1.07586 -2.25651 0.021 -0.044 -0.053
C -5.55147 -2.09174 1.98562 -0.017 -0.018 0.022
C 3.65512 -0.71170 0.05316 -0.046 -0.069 0.045
C -4.19546 -1.88653 1.72177 -0.098 -0.098 -0.096
C -4.41829 0.41318 2.28133 -0.192 -0.080 0.115
C -1.31958 3.78138 1.01648 0.071 -0.027 -0.032
C 1.18699 -4.95656 -0.59058 0.044 -0.039 0.015
C 4.95411 -2.06961 -1.45110 0.008 0.004 0.023
C 0.93774 2.85606 -3.85011 -0.011 0.037 0.015
C 0.82734 -4.51735 0.82951 -0.096 0.091 0.060
C 0.14803 2.17175 -4.76196 -0.029 -0.009 -0.026
C 3.98056 -1.91203 -2.42464 -0.019 0.005 -0.007
C -0.42960 0.95587 -4.41711 0.000 -0.004 0.015
C 2.65836 2.73256 0.78970 -0.006 0.147 -0.058
C 2.85034 -1.14455 -2.16330 0.037 0.022 -0.057
C 1.99197 2.22134 -0.31194 0.040 -0.075 -0.072
C -0.06621 -2.95108 -0.78319 0.001 -0.041 0.118
C -3.60289 -0.62832 1.83367 0.354 0.378 -0.377
C 3.13407 4.74761 -0.44277 -0.005 0.017 0.001
C 1.90937 2.96857 -1.49443 -0.013 0.030 -0.019
C 2.67944 -0.53639 -0.92472 0.038 0.060 -0.073
C 3.22877 3.99804 0.72174 0.017 -0.002 0.028
C 0.10402 -4.30865 -1.44674 -0.032 0.014 -0.067
C -1.37764 -2.21749 -1.09324 0.087 -0.015 -0.091
C 2.47731 4.23667 -1.55308 0.006 -0.002 0.013
C -0.20361 0.40507 -3.16026 -0.061 0.002 -0.022
H 1.69403 -4.35894 1.46984 0.010 -0.071 -0.005
H 3.51719 -0.28968 1.04103 -0.005 0.015 -0.010
H 3.73477 4.39895 1.59042 -0.001 0.009 -0.004
H -0.83733 3.68281 -1.66086 0.055 -0.018 -0.001
H -0.78971 -3.22999 1.12103 -0.034 -0.026 0.045
H 4.09740 -2.37835 -3.39563 0.006 -0.002 0.004
H -1.06292 0.43329 -5.12281 0.000 0.004 -0.004
H 5.53676 -1.59023 0.56128 0.003 -0.003 -0.005
H 0.75727 -2.29753 -1.08558 -0.047 0.018 -0.071
H -0.83707 -4.86181 -1.39141 0.008 -0.004 0.003
H 2.41078 4.82774 -2.45875 -0.002 -0.001 0.003
H 2.16841 -4.56034 -0.86249 -0.007 0.010 -0.019
H 0.37212 -4.21625 -2.49708 -0.007 0.002 0.000
H 0.76841 -2.33930 1.26020 0.168 0.336 0.011
H -2.45317 4.45798 -1.72466 0.005 -0.007 0.025
H 1.36513 3.81401 -4.12230 0.002 -0.008 0.003
H 2.10815 -1.01706 -2.94308 -0.012 0.004 0.014
H -0.68721 -0.52991 -2.90060 0.021 -0.002 0.011
H -0.29586 3.71452 0.64519 0.013 0.018 0.002
H 0.15894 -5.22775 1.31740 0.022 -0.020 -0.020
H -1.67411 4.81240 1.02103 -0.019 -0.005 -0.003
H 2.73761 2.18477 1.71652 -0.026 -0.094 0.067
H -2.21575 2.81525 -2.38564 -0.009 0.002 0.003
H 3.56812 5.73882 -0.48338 0.012 -0.003 -0.005
H -1.35575 3.34661 2.01387 -0.006 0.011 0.020
H -0.02865 2.59394 -5.74371 0.005 0.002 0.001
H 5.83834 -2.66125 -1.65364 -0.004 -0.005 -0.001
H 1.22192 -6.04176 -0.68423 0.017 0.004 -0.001
```
Positions in Å, forces in eV/Å.

Mulliken population analysis, charges in e, atoms 1 to 6: number 1, Te, carries 1.7225; number 2, As, carries 0.6473; number 3, Co, carries 0.5083; number 4, Cl, carries -0.2366; number 5, Cl, carries -0.2126; number 6, Cl, carries -0.2180